Record 1
C28H47NO20 | wB97M-V/def2-TZVPD

The value obtained for the electronic energy is -2654.6641 hartree. The calculation puts the relative energy (zero: lowest compared OMol25 entry of this formula, charge and spin) at 55.67 kJ/mol. The calculation puts the strongest force on any atom at 0.0924 Eh/bohr. The gap between HOMO and LUMO comes out at 9.73 eV. Its SMILES is C[C@H]1COC(=O)O1.C[C@H]1COC(=O)O1.C[C@H]1COC(=O)O1.C[C@H]1COC(=O)O1.C[C@H]1COC(=O)O1.C[C@H]1COC(=O)O1.CN(C)C=O.CO.

Cartesian coordinates (Å):
C  -9.692  8.439  -10.694
C  -8.569  8.830  -9.773
C  -7.927  7.699  -9.006
O  -6.531  7.846  -9.219
C  -6.320  8.832  -10.075
O  -5.209  9.204  -10.332
O  -7.481  9.184  -10.647
H  -9.400  7.783  -11.513
H  -10.085  9.352  -11.149
H  -10.617  8.093  -10.229
H  -8.920  9.634  -9.123
H  -8.335  6.766  -9.398
H  -8.168  7.787  -7.948
C  -5.658  5.251  -11.222
C  -4.907  4.163  -11.976
C  -5.301  2.743  -11.543
O  -5.421  2.044  -12.741
C  -5.617  2.885  -13.739
O  -5.976  2.570  -14.849
O  -5.419  4.175  -13.320
H  -5.471  6.237  -11.644
H  -5.362  5.123  -10.178
H  -6.730  5.048  -11.175
H  -3.842  4.392  -12.024
H  -6.221  2.859  -10.967
H  -4.522  2.272  -10.946
C  -0.144  14.727  -14.856
C  -1.123  13.630  -14.566
C  -2.263  13.924  -13.542
O  -3.431  13.512  -14.251
C  -3.185  13.323  -15.544
O  -3.849  12.692  -16.322
O  -1.854  13.299  -15.708
H  0.607  14.350  -15.549
H  0.395  14.918  -13.925
H  -0.596  15.653  -15.212
H  -0.567  12.811  -14.106
H  -2.282  14.953  -13.180
H  -2.224  13.261  -12.679
C  -7.716  6.667  -14.747
C  -7.178  6.284  -16.120
C  -7.650  4.918  -16.669
O  -8.451  5.305  -17.713
C  -8.375  6.648  -17.979
O  -8.866  7.173  -18.940
O  -7.601  7.242  -17.037
H  -7.274  7.591  -14.376
H  -7.615  5.844  -14.037
H  -8.790  6.856  -14.813
H  -6.088  6.354  -16.102
H  -8.221  4.445  -15.866
H  -6.842  4.229  -16.915
C  1.496  6.530  -14.137
C  2.749  7.336  -14.550
C  3.638  7.721  -13.317
O  4.884  7.082  -13.628
C  4.790  6.528  -14.870
O  5.773  6.023  -15.377
O  3.581  6.686  -15.441
H  0.968  7.073  -13.349
H  1.588  5.583  -13.598
H  0.832  6.368  -14.985
H  2.333  8.256  -14.967
H  3.045  7.333  -12.490
H  3.807  8.792  -13.235
C  -3.239  9.812  -14.414
C  -3.589  8.559  -13.568
C  -3.944  7.390  -14.442
O  -2.976  6.356  -14.241
C  -2.274  6.749  -13.128
O  -1.499  6.010  -12.632
O  -2.480  8.076  -12.883
H  -3.978  9.941  -15.206
H  -2.254  9.760  -14.878
H  -3.309  10.730  -13.828
H  -4.510  8.872  -13.074
H  -4.049  7.597  -15.506
H  -4.924  7.070  -14.075
C  1.247  8.179  -17.806
N  0.941  9.466  -17.282
C  1.866  10.536  -17.636
C  -0.006  9.655  -16.327
O  -0.057  10.716  -15.694
H  0.428  7.480  -18.000
H  1.788  7.517  -17.120
H  1.812  8.263  -18.732
H  1.780  11.517  -17.176
H  2.911  10.226  -17.619
H  1.651  10.753  -18.687
H  -0.714  8.816  -16.281
C  -2.109  10.651  -18.947
O  -3.270  10.371  -18.127
H  -1.420  11.303  -18.407
H  -1.691  9.695  -19.246
H  -2.409  11.289  -19.780
H  -3.418  10.929  -17.360

---

Record 2
C28H48AuFN2Se2Si4 | wB97M-V/def2-TZVPD

The value obtained for the electronic energy is -7401.8498 hartree. The calculation puts the relative energy (zero: lowest compared OMol25 entry of this formula, charge and spin) at 0.00 kJ/mol. Its charge is -2. The calculation puts the strongest force on any atom at 0.0109 Eh/bohr. The gap between HOMO and LUMO comes out at 5.91 eV.

Cartesian coordinates (Å):
Au  -0.003  0.182  -0.255
C  -1.383  1.579  -3.203
C  -2.597  1.195  -2.356
C  -3.808  0.929  -3.251
C  -2.874  2.253  -1.306
C  -3.292  3.516  -1.711
C  -3.510  4.528  -0.793
C  -3.301  4.269  0.551
C  -2.889  3.020  1.000
C  -2.704  2.841  2.498
C  -1.297  2.418  2.916
C  -3.757  1.924  3.128
C  -2.667  1.989  0.063
N  -2.175  0.744  0.500
C  -3.070  -0.252  0.643
C  -4.428  -0.223  0.240
C  -5.285  -1.299  0.419
C  -4.854  -2.475  1.015
C  -3.530  -2.534  1.457
C  -2.695  -1.463  1.283
F  -1.443  -1.549  1.809
H  -1.105  0.754  -3.863
H  -0.521  1.807  -2.574
H  -1.599  2.461  -3.813
H  -2.356  0.265  -1.838
H  -4.088  1.819  -3.822
H  -4.672  0.615  -2.663
H  -3.578  0.133  -3.964
H  -3.435  3.713  -2.769
H  -3.817  5.514  -1.122
H  -3.446  5.062  1.278
H  -2.871  3.839  2.924
H  -1.126  1.365  2.694
H  -1.167  2.582  3.990
H  -0.543  3.000  2.388
H  -3.635  0.895  2.796
H  -4.768  2.245  2.866
H  -3.662  1.942  4.218
H  -4.801  0.685  -0.215
H  -6.313  -1.211  0.080
H  -5.517  -3.321  1.142
H  -3.133  -3.412  1.951
Se  1.373  5.147  0.100
C  0.868  3.423  -0.029
N  0.575  2.304  -0.105
Se  -0.216  -1.965  -1.391
C  4.176  -3.983  0.619
Si  2.479  -3.572  -0.188
C  1.282  -4.563  0.888
C  2.644  -4.391  -1.886
Si  1.946  -1.292  -0.385
Si  2.706  -0.436  1.717
C  1.969  -1.505  3.096
C  4.600  -0.561  1.827
C  2.367  1.355  2.191
Si  3.322  -0.332  -2.009
C  3.537  1.509  -1.662
C  2.610  -0.532  -3.741
C  5.050  -1.119  -2.002
H  4.408  -5.047  0.491
H  4.171  -3.775  1.692
H  4.991  -3.411  0.168
H  1.529  -5.628  0.831
H  0.245  -4.412  0.591
H  1.386  -4.249  1.927
H  2.718  -5.475  -1.750
H  3.557  -4.053  -2.383
H  1.796  -4.177  -2.537
H  2.499  -2.456  3.184
H  0.920  -1.726  2.888
H  2.024  -0.994  4.062
H  4.978  -1.576  1.702
H  4.926  -0.185  2.802
H  5.061  0.069  1.063
H  1.303  1.548  2.312
H  2.737  2.061  1.448
H  2.865  1.569  3.144
H  2.578  2.026  -1.703
H  4.215  1.984  -2.378
H  3.939  1.669  -0.658
H  1.535  -0.344  -3.720
H  2.753  -1.555  -4.098
H  3.085  0.158  -4.444
H  5.505  -1.059  -1.012
H  5.715  -0.620  -2.714
H  4.992  -2.175  -2.275

---

Record 3
C28H48BrN3P2SSn | wB97M-V/def2-TZVPD

The value obtained for the electronic energy is -5128.3921 hartree. The calculation puts the relative energy (zero: lowest compared OMol25 entry of this formula, charge and spin) at 557.27 kJ/mol. Its charge is +2. The calculation puts the strongest force on any atom at 0.0997 Eh/bohr. The gap between HOMO and LUMO (spin up / spin down) comes out at 3.55 / 3.57 eV.

Cartesian coordinates (Å):
N  -6.017  2.939  -4.328
C  -5.743  3.831  -3.374
C  -4.555  3.784  -2.628
C  -3.609  2.765  -2.891
C  -3.907  1.847  -3.910
C  -5.148  1.967  -4.575
C  -2.340  2.720  -2.113
Sn  -1.680  0.610  -1.695
P  3.289  -0.067  -0.707
C  -1.054  2.447  -2.776
C  0.261  2.794  -2.179
C  1.405  2.580  -2.976
C  2.658  2.498  -2.389
C  2.844  2.697  -1.021
C  1.774  3.300  -0.337
C  0.457  3.170  -0.832
Br  2.524  0.972  1.144
H  -2.309  3.401  -1.251
H  -1.033  2.410  -3.879
H  -4.355  4.558  -1.894
H  -3.213  1.065  -4.225
H  -6.492  4.604  -3.169
H  -5.441  1.224  -5.332
H  1.250  2.420  -4.053
H  -0.414  3.379  -0.189
H  3.500  2.216  -3.022
H  1.908  3.828  0.610
P  -1.769  -2.243  -1.606
C  4.632  1.192  -0.797
C  5.559  1.165  -1.987
H  5.228  1.210  0.125
H  3.946  2.420  -0.655
H  6.109  2.121  -2.076
H  6.345  0.401  -1.868
H  5.054  0.975  -2.941
C  2.534  -0.828  -2.151
C  3.543  -1.473  -3.116
H  1.933  -0.069  -2.665
H  1.829  -1.593  -1.782
H  3.080  -1.619  -4.106
H  4.428  -0.842  -3.266
H  3.895  -2.457  -2.767
C  3.995  -1.557  0.073
C  5.113  -1.227  1.051
H  4.328  -2.276  -0.690
H  3.140  -2.028  0.583
H  5.534  -2.152  1.451
H  5.925  -0.676  0.567
H  4.731  -0.632  1.885
C  -1.361  -2.817  0.097
C  -1.367  -4.328  0.286
H  -2.086  -2.330  0.771
H  -0.375  -2.389  0.342
H  -2.372  -4.750  0.159
H  -0.671  -4.830  -0.398
H  -1.044  -4.565  1.307
C  -0.566  -2.977  -2.791
C  -0.217  -2.008  -3.927
H  -1.057  -3.890  -3.186
H  0.339  -3.301  -2.237
H  -0.968  -2.055  -4.731
H  -0.165  -0.962  -3.578
H  0.759  -2.260  -4.363
C  -3.312  -3.141  -2.053
C  -4.502  -2.816  -1.151
H  -3.076  -4.216  -2.060
H  -3.538  -2.856  -3.092
H  -5.365  -2.573  -1.781
H  -4.788  -3.678  -0.528
H  -4.312  -1.954  -0.490
C  -0.101  1.702  3.598
N  -0.615  1.560  2.229
C  -1.718  0.847  1.951
S  -2.780  1.254  0.653
N  -2.033  -0.186  2.777
C  -0.994  -1.111  3.265
H  -0.892  1.538  4.343
H  0.292  2.718  3.715
H  0.718  0.989  3.763
H  -0.429  2.331  1.591
H  -2.938  -0.607  2.570
H  -0.736  -0.879  4.308
H  -1.399  -2.128  3.215
H  -0.090  -1.054  2.642

---

Record 4
C28H48F3N10OP | wB97M-V/def2-TZVPD

The value obtained for the electronic energy is -2359.3454 hartree. The calculation puts the strongest force on any atom at 0.0343 Eh/bohr. The gap between HOMO and LUMO comes out at 8.05 eV. Its SMILES is CCCCCCP(CNC)COC(F)(F)F.CC#N.CC#N.CC#N.CC#N.CC#N.CC#N.CC#N.CC#N.CC#N.

Cartesian coordinates (Å):
C  2.287  0.786  1.562
C  2.523  1.928  0.581
C  1.348  2.088  -0.403
C  1.063  3.545  -0.775
C  0.079  4.246  0.155
C  -1.374  3.763  0.034
P  -1.774  2.345  1.186
C  -3.372  2.755  2.116
N  -4.627  2.336  1.507
C  -4.984  3.138  0.342
C  -2.112  0.821  0.156
O  -2.865  1.123  -1.061
C  -2.256  0.798  -2.178
F  -3.131  0.950  -3.149
F  -1.845  -0.456  -2.219
F  -1.224  1.549  -2.467
H  1.522  1.090  2.274
H  1.918  -0.084  1.018
H  3.204  0.518  2.077
H  3.405  1.710  -0.019
H  2.733  2.856  1.110
H  1.635  1.561  -1.314
H  0.490  1.558  0.004
H  0.763  3.617  -1.819
H  2.010  4.079  -0.700
H  0.414  4.247  1.189
H  0.075  5.295  -0.150
H  -2.014  4.578  0.377
H  -1.655  3.566  -0.999
H  -3.352  3.837  2.228
H  -3.257  2.281  3.083
H  -4.611  1.355  1.272
H  -5.781  2.618  -0.185
H  -5.375  4.089  0.697
H  -4.158  3.288  -0.360
H  -1.204  0.260  -0.028
H  -2.748  0.195  0.782
C  0.733  -2.315  -1.777
C  1.178  -2.335  -0.385
N  1.513  -2.351  0.706
H  1.441  -2.854  -2.403
H  -0.242  -2.792  -1.850
H  0.657  -1.287  -2.130
C  -1.952  -4.333  1.510
C  -1.524  -4.696  0.159
N  -1.172  -4.980  -0.889
H  -2.028  -5.227  2.124
H  -1.224  -3.654  1.952
H  -2.923  -3.843  1.469
C  6.671  -0.388  1.308
C  5.852  0.585  2.030
N  5.203  1.334  2.593
H  6.111  -0.784  0.463
H  7.576  0.092  0.942
H  6.942  -1.206  1.972
C  0.589  -7.663  -0.289
C  1.072  -8.359  0.906
N  1.448  -8.900  1.837
H  0.616  -8.331  -1.146
H  -0.433  -7.330  -0.133
H  1.217  -6.799  -0.492
C  -0.261  -6.766  -4.668
C  0.457  -7.778  -3.894
N  1.016  -8.562  -3.283
H  0.318  -5.845  -4.693
H  -0.415  -7.120  -5.685
H  -1.226  -6.567  -4.206
C  -5.618  -1.018  -2.660
C  -6.551  -1.160  -1.543
N  -7.265  -1.270  -0.660
H  -6.159  -0.753  -3.566
H  -4.896  -0.240  -2.436
H  -5.092  -1.958  -2.821
C  5.571  4.808  1.742
C  5.280  4.358  0.381
N  5.066  4.014  -0.681
H  5.989  5.820  1.716
H  4.656  4.811  2.332
H  6.287  4.132  2.206
C  -7.828  -3.390  1.925
C  -7.263  -4.012  3.125
N  -6.824  -4.496  4.059
H  -7.804  -4.096  1.098
H  -8.857  -3.093  2.110
H  -7.249  -2.510  1.655
C  8.594  7.870  0.310
C  7.624  7.702  1.391
N  6.863  7.572  2.232
H  8.080  8.166  -0.602
H  9.316  8.638  0.580
H  9.117  6.931  0.137

---

Record 5
C28H48N2O9Si | wB97M-V/def2-TZVPD

The value obtained for the electronic energy is -2171.9547 hartree. The calculation puts the strongest force on any atom at 0.0526 Eh/bohr. The gap between HOMO and LUMO comes out at 8.75 eV. Its SMILES is C[Si](C)(C)OCCC(=O)O[C@H](CN)CCCCn1cccc1.O=C1CCCO1.O=C1CCCO1.O=C1CCCO1.

Cartesian coordinates (Å):
C  3.770  -3.629  1.933
Si  3.057  -2.894  0.363
C  4.326  -3.251  -0.987
C  1.383  -3.622  -0.077
O  3.081  -1.213  0.561
C  1.849  -0.502  0.727
C  2.197  0.976  1.018
C  1.806  2.068  0.026
O  1.451  3.123  0.448
O  1.774  1.911  -1.327
C  2.863  1.244  -2.002
C  4.209  1.986  -1.896
N  4.989  1.799  -0.684
C  2.464  1.246  -3.513
C  2.023  -0.119  -4.076
C  0.484  -0.226  -4.263
C  -0.129  -1.086  -3.149
N  -1.342  -0.527  -2.578
C  -1.345  0.470  -1.629
C  -2.666  0.798  -1.255
C  -3.481  -0.087  -2.030
C  -2.652  -0.897  -2.843
H  3.202  -3.379  2.828
H  4.769  -3.193  2.032
H  3.905  -4.704  1.807
H  4.800  -4.223  -0.876
H  5.061  -2.442  -0.925
H  3.842  -3.128  -1.958
H  1.046  -4.318  0.693
H  0.586  -2.901  -0.242
H  1.505  -4.173  -1.014
H  1.185  -0.587  -0.134
H  1.359  -0.889  1.625
H  1.673  1.254  1.932
H  3.256  1.017  1.258
H  2.985  0.202  -1.707
H  4.808  1.576  -2.714
H  4.051  3.040  -2.128
H  4.967  0.839  -0.369
H  4.694  2.418  0.057
H  3.286  1.643  -4.106
H  1.625  1.935  -3.617
H  2.440  -0.203  -5.082
H  2.424  -0.948  -3.491
H  0.322  -0.720  -5.222
H  0.031  0.763  -4.275
H  0.587  -1.236  -2.349
H  -0.369  -2.070  -3.553
H  -0.485  0.964  -1.203
H  -2.988  1.522  -0.526
H  -4.561  -0.115  -1.990
H  -2.931  -1.678  -3.531
O  0.449  -4.368  3.759
C  0.112  -3.389  4.355
C  -0.771  -3.322  5.584
C  -1.157  -1.847  5.636
C  0.046  -1.183  4.983
O  0.529  -2.137  4.018
H  -0.181  -3.624  6.451
H  -1.632  -3.974  5.470
H  -1.360  -1.474  6.638
H  -2.049  -1.681  5.029
H  0.848  -0.979  5.697
H  -0.212  -0.259  4.470
O  -4.206  -2.860  3.373
C  -4.857  -2.136  2.677
C  -5.399  -2.431  1.291
C  -5.769  -1.040  0.785
C  -6.100  -0.308  2.077
O  -5.246  -0.900  3.072
H  -6.270  -3.080  1.388
H  -4.642  -2.910  0.677
H  -6.586  -1.031  0.066
H  -4.900  -0.582  0.312
H  -7.139  -0.450  2.383
H  -5.895  0.759  2.021
O  -2.703  6.831  -3.334
C  -2.022  6.337  -2.485
C  -1.830  6.827  -1.060
C  -0.588  6.058  -0.612
C  -0.685  4.791  -1.446
O  -1.320  5.196  -2.675
H  -2.712  6.558  -0.478
H  -1.685  7.903  -1.042
H  -0.545  5.863  0.458
H  0.308  6.615  -0.888
H  -1.305  4.027  -0.972
H  0.288  4.362  -1.667